Entry 1:
Here is the molecule C10H16OS2 from OMol25. Energies are from wB97M-V/def2-TZVPD.

```
29
Properties=species:S:1:pos:R:3
C 1.186 -3.248 -0.585
S -0.276 -2.285 -0.202
C 0.503 -0.483 -0.022
S 1.709 -0.663 1.419
C 2.571 0.891 1.248
C 1.259 -0.242 -1.454
C 0.649 0.570 -2.306
C -0.637 1.295 -2.063
O -1.011 2.107 -2.867
C -1.426 0.631 -0.984
C -2.710 1.550 -0.655
C -0.538 0.528 0.295
C -1.422 0.084 1.497
H 1.371 -3.230 -1.758
H 0.846 -4.270 -0.265
H 2.096 -2.910 -0.048
H 1.808 1.767 1.381
H 3.115 0.961 0.128
H 3.327 0.961 1.961
H 2.136 -0.848 -1.679
H 1.058 0.659 -3.339
H -1.645 -0.454 -1.151
H -2.647 2.457 -1.206
H -2.763 1.878 0.414
H -3.535 1.036 -1.121
H -0.053 1.581 0.490
H -1.603 0.978 2.153
H -1.072 -0.792 2.028
H -2.461 -0.167 1.111
```

Summary:
net charge: 0
HOMO energy: -8.89 eV
SMILES: CSC1(SC)C=CC(=O)[C@H](C)[C@H]1C
E_LUMO: 0.31 eV
relative energy (zero: lowest compared OMol25 entry of this formula, charge and spin): 60.4 kcal per mole
orbital gap: 9.2000 eV



Entry 2:
Here is an isolated ion of composition C10H16P and charge +1 from OMol25. Energies are from wB97M-V/def2-TZVPD.

```
27
Properties=species:S:1:pos:R:3
C -3.202 -0.048 0.400
C -2.157 -0.494 0.030
C 1.663 -0.418 1.592
C 0.573 -1.195 1.439
C 1.984 0.626 0.529
C 0.804 0.628 -0.544
C -4.544 0.476 0.446
C 3.323 0.200 -0.055
C 0.149 1.950 -0.721
C -0.071 -2.226 -1.203
P -0.229 -0.818 -0.068
H 2.356 -0.490 2.419
H 0.409 -2.055 2.084
H 1.942 1.700 0.723
H 1.377 0.490 -1.555
H -5.125 -0.016 -0.484
H -5.220 0.145 1.368
H -4.410 1.507 0.498
H 3.288 -0.753 -0.370
H 4.143 0.384 0.635
H 3.679 0.962 -0.722
H 0.079 2.507 0.280
H -0.947 1.950 -1.123
H 0.694 2.485 -1.379
H -0.918 -2.204 -1.996
H -0.515 -3.016 -0.700
H 0.873 -2.277 -1.523
```

Summary:
net charge: +1
HOMO energy: -13.84 eV
E_LUMO: -3.39 eV
relative energy (zero: lowest compared OMol25 entry of this formula, charge and spin): 72.2 kcal per mole
orbital gap: 10.4436 eV



Entry 3:
Here is C10H16P2PdS3Sb as an isolated structure from OMol25. Energies are from wB97M-V/def2-TZVPD.

```
33
Properties=species:S:1:pos:R:3
Pd 1.710 1.290 -0.918
C -2.069 -0.011 -2.902
P -0.587 0.145 -1.772
C 0.041 -1.583 -2.028
C -1.457 -0.026 -0.135
C -2.847 -0.051 -0.008
C -3.460 -0.121 1.237
C -2.691 -0.183 2.387
C -1.308 -0.161 2.276
C -0.687 -0.078 1.034
P 1.131 0.072 0.804
C 1.695 -1.626 1.216
C 1.678 0.928 2.326
H -2.680 0.891 -2.844
H -2.698 -0.888 -2.716
H -1.675 -0.074 -3.918
H -0.442 -2.306 -1.366
H 1.119 -1.586 -1.865
H -0.154 -1.874 -3.063
H -3.473 -0.001 -0.889
H -4.542 -0.122 1.303
H -3.161 -0.240 3.362
H -0.701 -0.199 3.173
H 1.359 -1.947 2.207
H 2.785 -1.610 1.173
H 1.341 -2.332 0.465
H 1.471 0.383 3.252
H 1.221 1.918 2.347
H 2.755 1.075 2.216
S 5.746 3.576 -2.676
Sb 4.479 2.732 -0.908
S 2.200 3.604 -1.254
S 3.899 0.405 -1.516
```

Summary:
net charge: -2
HOMO energy (alpha / beta): 0.29 / 0.32 eV
multiplicity: 2
E_LUMO (alpha / beta): 4.42 / 4.42 eV
relative energy (zero: lowest compared OMol25 entry of this formula, charge and spin): 6.5 kcal per mole
orbital gap (alpha / beta): 4.1356 / 4.0939 eV
<S²>: 0.76



Entry 4:
Here is a 2-piece molecular cluster, C10H16S overall from OMol25. Energies are from wB97M-V/def2-TZVPD.

```
27
Properties=species:S:1:pos:R:3
C -2.151 -1.657 -0.884
C -1.995 -0.266 -0.318
C -1.860 -0.178 1.083
C -1.868 1.044 1.739
C -1.763 2.185 0.962
C -1.737 2.110 -0.419
C -1.845 0.882 -1.058
H -1.326 -2.311 -0.613
H -2.222 -1.624 -1.971
H -3.050 -2.134 -0.487
H -2.093 -1.112 1.592
H -1.875 1.060 2.820
H -1.876 3.143 1.461
H -1.523 2.989 -1.013
H -1.936 0.843 -2.139
C 2.679 1.364 -0.633
C 1.721 0.185 -0.676
S 2.586 -1.412 -0.403
C 1.826 -1.982 1.193
H 2.079 2.263 -0.431
H 3.028 1.588 -1.644
H 3.511 1.303 0.057
H 0.916 0.230 0.064
H 1.145 0.198 -1.602
H 2.553 -2.631 1.661
H 1.683 -1.026 1.695
H 0.868 -2.492 1.122
```

Summary:
net charge: 0
HOMO energy: -8.33 eV
SMILES: Cc1ccccc1.CCSC
E_LUMO: 0.89 eV
relative energy (zero: lowest compared OMol25 entry of this formula, charge and spin): 13.0 kcal per mole
orbital gap: 9.2198 eV



Entry 5:
Here is the molecule C10H16S2 from OMol25. Energies are from wB97M-V/def2-TZVPD.

```
28
Properties=species:S:1:pos:R:3
C 2.481 -1.130 0.199
S 2.910 0.608 0.051
C 1.478 1.309 -0.834
C 1.180 0.380 -2.037
C 0.137 -0.471 -1.996
C -0.758 -0.579 -0.846
C -1.522 -1.857 -0.828
C -0.924 0.271 0.157
C -1.974 0.127 1.267
C -0.060 1.483 0.259
C 0.485 1.699 1.623
S -0.608 3.106 -0.424
H 3.187 -1.478 0.978
H 2.289 -1.814 -0.678
H 1.654 -1.123 0.830
H 1.752 2.287 -1.076
H 1.887 0.354 -2.857
H 0.125 -1.246 -2.725
H -2.001 -1.972 0.095
H -0.708 -2.634 -0.779
H -2.133 -2.066 -1.714
H -2.796 -0.493 1.142
H -2.423 1.188 1.465
H -1.463 -0.269 2.101
H 0.765 0.723 2.074
H -0.250 2.216 2.226
H 1.280 2.421 1.678
H -1.051 2.514 -1.490
```

Summary:
net charge: 0
HOMO energy: -8.07 eV
SMILES: CS[C@H]1C=CC(C)=C(C)[C@]1(C)S
E_LUMO: 0.68 eV
relative energy (zero: lowest compared OMol25 entry of this formula, charge and spin): 26.5 kcal per mole
orbital gap: 8.7476 eV



Entry 6:
Here is C10H17AuClINOPS as an isolated structure from OMol25. Energies are from wB97M-V/def2-TZVPD.

```
34
Properties=species:S:1:pos:R:3
C -0.422 3.034 -0.737
I -3.440 -0.938 -1.553
H 0.492 3.157 -1.328
H -0.334 3.422 0.273
H -1.272 3.520 -1.237
Au -1.117 1.063 -0.664
P 0.449 0.176 -2.274
C -0.259 -0.694 -3.706
C 1.628 1.343 -3.022
H 2.100 -0.595 -0.723
H 2.182 -1.499 -2.295
H 0.907 -1.879 -1.062
C 1.522 -1.090 -1.515
H 2.199 1.837 -2.230
H 2.302 0.774 -3.677
H 0.563 -1.055 -4.340
H -0.879 -0.003 -4.285
H 1.077 2.083 -3.614
H -0.879 -1.536 -3.378
C -1.631 -0.938 -0.315
O -1.203 -1.852 0.297
Cl 1.299 1.387 0.592
S -2.156 0.699 2.215
C -0.965 -0.246 2.938
N 0.273 0.296 3.209
C 1.359 -0.469 3.516
C 1.218 -1.823 3.736
C -0.066 -2.395 3.621
C -1.147 -1.604 3.267
H 0.430 1.254 2.887
H 2.299 0.072 3.590
H 2.084 -2.419 4.000
H -0.204 -3.461 3.781
H -2.159 -1.993 3.190
```

Summary:
net charge: +2
HOMO energy (alpha / beta): -15.82 / -15.06 eV
multiplicity: 3
E_LUMO (alpha / beta): -8.85 / -10.40 eV
orbital gap (alpha / beta): 6.9714 / 4.6614 eV
<S²>: 2.23



Respective strongest force on any atom values: 4.52, 6.04, 0.61, 1.72, 4.68, 3.51 eV/A.